## a
Entry from OMol25: an isolated molecule of C2H2N2OS2 (wB97M-V/def2-TZVPD).

Output
Gap between HOMO and LUMO (alpha / beta) = 6.957 / 6.971 eV
HOMO energy (alpha / beta) = -8.47 / -8.48 eV
LUMO energy (alpha / beta) = -1.51 / -1.51 eV
Molar mass = 134.2 Da
Total charge = 0

Last column: natural (NBO) charge in e.
CARTESIAN COORDINATES (ANGSTROEM)
1 C -1.72 -0.40 0.10  -0.0313
2 C 0.54 -0.97 0.04  0.1917
3 N -0.64 -1.20 0.09  -0.3158
4 N -1.58 0.89 0.13  0.0467
5 O -0.47 1.47 0.17  -0.4773
6 S 2.70 0.85 0.05  -0.0519
7 S 2.17 -1.20 0.04  0.2682
8 H -2.67 -0.78 -0.06  0.1982
9 H 1.66 1.33 -0.55  0.1715

***

## b
Entry from OMol25: an isolated molecule of C2H2N2OS2 (wB97M-V/def2-TZVPD).

Output
Gap between HOMO and LUMO = 9.480 eV
SMILES string = O=C1NSC=NS1
HOMO energy = -9.65 eV
LUMO energy = -0.17 eV
Molar mass = 134.2 Da
Total charge = 0

Last column: natural (NBO) charge in e.
CARTESIAN COORDINATES (ANGSTROEM)
1 O 0.85 0.21 -2.43  -0.5568
2 C 0.39 0.04 -1.34  0.4738
3 N 0.23 1.07 -0.39  -0.7845
4 S -1.18 0.82 0.60  0.3955
5 C -0.45 -0.52 1.51  -0.0709
6 N 0.16 -1.49 0.98  -0.5302
7 S 0.26 -1.60 -0.72  0.4397
8 H 0.37 1.99 -0.81  0.4219
9 H -0.62 -0.51 2.60  0.2114

***

The structure with the greatest stability is b.

***

## a
Entry from OMol25: C24H36LiO18 as an isolated structure (wB97M-V/def2-TZVPD).

Output
Gap between HOMO and LUMO = 10.299 eV
HOMO energy = -12.29 eV
LUMO energy = -1.99 eV
Molar mass = 619.5 Da
Total charge = +1

Last column: Löwdin charge in e.
CARTESIAN COORDINATES (ANGSTROEM)
1 Li 32.24 57.18 49.60  0.6667
2 C 32.36 51.28 51.23  -0.0386
3 C 33.06 52.55 50.85  -0.3335
4 C 33.81 52.48 49.50  -0.0687
5 O 33.21 53.51 48.75  0.0710
6 C 32.17 54.07 49.31  -0.4639
7 O 31.47 55.07 48.88  0.0467
8 O 32.14 53.57 50.56  0.0724
9 H 31.75 51.51 52.25  0.1468
10 H 33.10 50.60 51.54  0.0640
11 H 31.69 50.85 50.61  0.0463
12 H 33.72 52.72 51.86  0.1926
13 H 33.54 51.49 48.91  0.1880
14 H 34.79 52.76 49.72  0.1012
15 C 37.37 56.89 53.28  0.0388
16 C 36.92 56.37 51.88  -0.2557
17 C 36.57 54.92 51.98  -0.0939
18 O 35.25 54.82 51.66  0.1650
19 C 34.76 55.91 51.49  -0.6238
20 O 33.54 56.20 51.24  0.0596
21 O 35.61 56.89 51.63  0.1137
22 H 38.22 56.36 53.53  0.0696
23 H 36.42 56.66 53.94  0.1601
24 H 37.50 57.85 53.17  0.0154
25 H 37.49 56.73 51.06  0.1368
26 H 36.88 54.38 52.87  0.1484
27 H 37.09 54.35 51.20  0.1373
28 C 27.47 56.38 53.56  0.0100
29 C 28.86 57.06 53.65  -0.2494
30 C 29.98 55.94 53.88  -0.0763
31 O 30.56 55.96 52.63  0.0847
32 C 30.12 56.94 51.82  -0.5428
33 O 30.59 57.26 50.76  0.1088
34 O 29.14 57.58 52.39  0.1300
35 H 27.13 55.89 52.72  0.0685
36 H 26.88 57.06 53.92  0.0130
37 H 27.43 55.60 54.45  0.1363
38 H 28.84 57.75 54.43  0.1320
39 H 29.70 55.05 54.07  0.0552
40 H 30.69 56.30 54.77  0.1750
41 C 36.02 61.55 51.59  -0.0298
42 C 34.54 61.70 51.19  -0.3528
43 C 34.33 62.13 49.76  -0.0063
44 O 33.34 61.05 49.39  0.0972
45 C 33.24 60.14 50.33  -0.6216
46 O 32.64 59.14 50.18  0.1520
47 O 33.85 60.52 51.41  0.1390
48 H 36.14 61.26 52.65  0.0908
49 H 36.50 62.53 51.40  0.0995
50 H 36.46 60.70 51.04  0.0838
51 H 34.21 62.62 51.93  0.1986
52 H 35.20 62.06 49.26  0.0816
53 H 34.00 63.13 49.75  0.1303
54 C 37.81 54.46 47.83  0.0357
55 C 37.31 55.89 47.99  -0.3274
56 C 37.15 56.65 46.72  -0.0488
57 O 35.81 57.18 46.83  0.0656
58 C 35.20 56.60 47.89  -0.4764
59 O 34.00 56.77 48.12  0.1299
60 O 36.04 55.80 48.53  0.0948
61 H 38.78 54.23 47.60  0.0702
62 H 37.12 54.01 47.27  0.0629
63 H 37.92 54.14 48.83  0.0697
64 H 37.82 56.50 48.78  0.1655
65 H 37.14 55.92 45.83  0.1742
66 H 37.76 57.44 46.54  0.1052
67 C 34.62 60.54 46.45  0.0243
68 C 33.16 60.19 46.14  -0.2067
69 C 33.12 59.06 45.01  -0.0620
70 O 32.26 58.10 45.66  0.0556
71 C 31.90 58.46 46.92  -0.6009
72 O 31.26 57.81 47.73  0.1058
73 O 32.46 59.56 47.21  0.1120
74 H 35.26 60.78 45.70  0.0632
75 H 35.10 59.76 46.93  0.0653
76 H 34.73 61.22 47.17  0.0170
77 H 32.57 60.89 45.66  0.1274
78 H 34.04 58.37 44.74  0.1511
79 H 32.83 59.51 43.96  0.1573

***

## b
Entry from OMol25: C24H36LiO18 as an isolated structure (wB97M-V/def2-TZVPD).

Output
Gap between HOMO and LUMO = 9.327 eV
HOMO energy = -11.25 eV
LUMO energy = -1.92 eV
Molar mass = 619.5 Da
Total charge = +1

Last column: Löwdin charge in e.
CARTESIAN COORDINATES (ANGSTROEM)
1 Li 0.50 -0.78 0.77  0.6662
2 C 1.17 1.74 6.87  -0.0135
3 C 0.51 1.57 5.46  -0.2409
4 C 0.91 2.84 4.46  -0.0034
5 O 1.19 2.09 3.27  0.0992
6 C 1.21 0.85 3.54  -0.5669
7 O 1.66 -0.01 2.61  -0.0264
8 O 0.86 0.49 4.69  0.1604
9 H 0.95 0.96 7.69  0.1089
10 H 0.85 2.56 7.42  0.0410
11 H 2.31 1.85 6.74  0.1169
12 H -0.52 1.54 5.43  0.1274
13 H 1.84 3.49 4.62  0.1561
14 H 0.11 3.48 4.38  0.0882
15 C -4.71 1.46 -0.37  -0.0180
16 C -3.27 1.80 -0.09  -0.2919
17 C -3.18 2.71 1.23  -0.0850
18 O -2.35 1.93 2.02  0.0226
19 C -1.96 0.74 1.39  -0.5709
20 O -1.19 -0.06 1.83  0.1352
21 O -2.51 0.70 0.28  0.1432
22 H -5.14 0.94 0.50  0.1009
23 H -4.79 0.77 -1.21  0.0719
24 H -5.33 2.36 -0.19  0.1054
25 H -3.00 2.44 -0.92  0.1396
26 H -4.10 2.85 1.87  0.1563
27 H -2.46 3.57 1.09  0.1495
28 C 0.33 -6.56 3.89  -0.0500
29 C 1.25 -5.79 2.95  -0.3020
30 C 0.80 -5.89 1.49  -0.0780
31 O 0.52 -4.56 1.10  0.1201
32 C 0.87 -3.72 1.98  -0.5643
33 O 0.84 -2.50 1.86  0.0760
34 O 1.17 -4.36 3.12  0.0867
35 H -0.51 -5.82 4.29  0.1296
36 H 0.91 -7.00 4.76  0.0894
37 H -0.35 -7.43 3.64  0.0899
38 H 2.37 -6.03 3.02  0.1771
39 H -0.18 -6.60 1.30  0.1913
40 H 1.62 -6.30 1.04  0.0913
41 C -1.56 -0.03 -4.98  0.0093
42 C -2.03 0.09 -3.50  -0.2670
43 C -3.06 -1.02 -3.13  -0.0234
44 O -2.55 -1.58 -1.86  0.1283
45 C -1.33 -1.11 -1.80  -0.5624
46 O -0.64 -1.53 -0.81  0.0313
47 O -0.93 -0.20 -2.63  0.0975
48 H -0.70 -0.73 -5.06  0.1012
49 H -0.99 0.89 -5.24  0.0867
50 H -2.34 0.03 -5.67  0.0660
51 H -2.45 1.04 -3.18  0.1409
52 H -3.20 -1.59 -3.98  0.1022
53 H -4.01 -0.34 -2.85  0.1601
54 C 0.18 5.42 -1.77  0.0077
55 C 0.25 4.01 -2.29  -0.2926
56 C 1.81 3.53 -2.41  -0.1149
57 O 1.91 2.30 -1.82  0.1022
58 C 0.68 2.09 -1.21  -0.4856
59 O 0.42 1.08 -0.60  0.1408
60 O -0.22 3.00 -1.47  0.1148
61 H -0.88 5.57 -1.67  0.1010
62 H 0.85 5.98 -2.37  0.0990
63 H 0.51 5.42 -0.89  0.0117
64 H 0.03 3.93 -3.41  0.1721
65 H 2.39 4.35 -1.83  0.1673
66 H 2.05 3.53 -3.37  0.0823
67 C 3.82 -0.98 -4.33  -0.0011
68 C 2.57 -0.88 -3.38  -0.2779
69 C 1.91 -2.13 -3.00  -0.1043
70 O 2.01 -2.20 -1.63  0.1305
71 C 2.65 -1.14 -1.22  -0.6293
72 O 2.84 -0.82 -0.05  0.1206
73 O 3.03 -0.33 -2.14  0.1268
74 H 3.34 -1.35 -5.28  0.0972
75 H 4.71 -1.39 -3.76  0.1100
76 H 4.25 0.02 -4.75  0.1026
77 H 1.97 -0.16 -3.75  0.1007
78 H 2.50 -2.93 -3.24  0.1219
79 H 1.04 -2.16 -3.46  0.0964

***

The structure with the greatest stability is a.

***

## a
Entry from OMol25: C2H4F2K as an isolated structure (wB97M-V/def2-TZVPD).

Output
Gap between HOMO and LUMO = 13.009 eV
HOMO energy = -16.87 eV
LUMO energy = -3.86 eV
Molar mass = 105.1 Da
Total charge = +1

Last column: natural (NBO) charge in e.
CARTESIAN COORDINATES (ANGSTROEM)
1 F 1.03 1.06 -0.04  -0.3821
2 F 0.47 -0.72 -1.21  -0.3821
3 C -0.76 -0.25 0.75  -0.6906
4 C -0.03 0.30 -0.45  0.5463
5 H -0.07 -0.86 1.35  0.2333
6 H -1.60 -0.88 0.43  0.2571
7 H -1.15 0.57 1.37  0.2571
8 H -0.66 0.93 -1.11  0.1706
9 K 2.76 -0.15 -1.09  0.9903

***

## b
Entry from OMol25: C2H4F2K as an isolated structure (wB97M-V/def2-TZVPD).

Output
Gap between HOMO and LUMO = 11.465 eV
HOMO energy = -15.69 eV
LUMO energy = -4.22 eV
Molar mass = 105.1 Da
Total charge = +1

Last column: natural (NBO) charge in e.
CARTESIAN COORDINATES (ANGSTROEM)
1 F -0.55 -3.87 2.21  -0.3831
2 F -1.22 -1.05 2.30  -0.3831
3 C -0.16 -2.98 3.20  -0.0002
4 C 0.01 -1.60 2.64  -0.0002
5 H -0.93 -2.99 4.00  0.1850
6 H 0.79 -3.33 3.65  0.1996
7 H 0.50 -0.94 3.39  0.1996
8 H 0.65 -1.62 1.74  0.1850
9 K -3.30 -2.98 0.26  0.9975

***

The structure with the greatest stability is a.